Version a
# C25H29Cl5NO6SV

A molecular structure, C25H29Cl5NO6SV (wB97M-V/def2-TZVPD, the OMol25 dataset).

Summary:
Charge: -1
2S+1: 2
Lowest unoccupied orbital energy (spin up / spin down): 1.5 / 1.6 eV
Frontier orbital gap (spin up / spin down): 6.8 / 7.0 eV

Last column: natural (NBO) charge in e.
Cartesian coordinates (Å):
V1 -1.691 0.106 -0.623  1.650
C1 -0.093 -0.486 1.516  -0.254
C2 -0.264 -1.344 0.322  -0.413
C3 1.051 -1.147 -0.417  0.124
C4 1.775 -0.235 0.299  -0.325
C5 1.099 0.162 1.499  0.058
C6 1.684 1.115 2.517  -0.118
C7 3.059 0.586 2.951  -0.590
C8 0.795 1.223 3.755  -0.601
C9 1.866 2.505 1.895  -0.590
C10 1.663 -1.722 -1.716  -0.116
C11 0.687 -1.843 -2.885  -0.600
C12 2.787 -0.798 -2.221  -0.597
C13 2.327 -3.095 -1.500  -0.597
C14 -0.789 -2.769 0.683  -0.029
C15 -1.300 -3.548 -0.529  -0.605
C16 -1.934 -2.732 1.708  -0.610
C17 0.347 -3.547 1.372  -0.609
H1 -0.827 -0.409 2.307  0.211
H2 2.726 0.177 -0.003  0.205
H3 2.964 -0.406 3.397  0.208
H4 3.510 1.258 3.687  0.196
H5 3.740 0.507 2.102  0.206
H6 0.641 0.241 4.210  0.208
H7 -0.181 1.641 3.511  0.214
H8 1.265 1.873 4.498  0.200
H9 2.512 2.460 1.015  0.208
H10 2.319 3.192 2.616  0.197
H11 0.908 2.922 1.585  0.209
H12 0.314 -0.865 -3.189  0.228
H13 -0.162 -2.479 -2.653  0.208
H14 1.210 -2.280 -3.741  0.196
H15 2.428 0.224 -2.359  0.221
H16 3.137 -1.170 -3.187  0.200
H17 3.646 -0.781 -1.547  0.198
H18 1.607 -3.892 -1.327  0.204
H19 3.023 -3.068 -0.659  0.207
H20 2.892 -3.360 -2.399  0.198
H21 -2.140 -3.036 -1.001  0.218
H22 -1.643 -4.539 -0.214  0.198
H23 -0.527 -3.694 -1.279  0.199
H24 -2.799 -2.167 1.366  0.244
H25 -1.603 -2.325 2.665  0.198
H26 -2.255 -3.761 1.892  0.195
H27 1.186 -3.738 0.713  0.207
H28 -0.026 -4.509 1.737  0.195
H29 0.719 -2.980 2.230  0.210
O1 -5.289 1.911 -1.266  -0.596
C18 -4.298 1.293 -0.945  0.668
O2 -3.076 1.507 -1.270  -0.755
C19 -4.411 0.044 -0.016  0.686
O3 -5.381 -0.518 0.380  -0.526
O4 -3.154 -0.384 0.310  -0.742
Cl1 -1.075 7.269 -0.858  0.039
C20 -0.932 5.552 -0.905  -0.104
C21 -1.402 4.783 0.158  -0.056
Cl2 -2.129 5.543 1.520  0.050
C22 -1.279 3.402 0.119  -0.128
Cl3 -1.880 2.421 1.395  0.116
C23 -0.674 2.763 -0.969  0.381
O5 -0.508 1.454 -1.003  -0.689
C24 -0.223 3.542 -2.038  -0.112
Cl4 0.491 2.736 -3.374  0.070
C25 -0.348 4.926 -2.004  -0.066
Cl5 0.226 5.868 -3.325  0.046
O6 -1.754 -0.121 -4.674  -0.884
S1 -2.511 -0.775 -3.618  1.482
N1 -2.040 -0.683 -2.217  -1.041

Version b
# C25H29Cl5NO6SV

A molecular structure, C25H29Cl5NO6SV (wB97M-V/def2-TZVPD, the OMol25 dataset).

Summary:
Charge: -1
2S+1: 2
Lowest unoccupied orbital energy (spin up / spin down): 1.8 / 2.2 eV
Frontier orbital gap (spin up / spin down): 7.7 / 8.1 eV

Last column: natural (NBO) charge in e.
Cartesian coordinates (Å):
V1 -0.695 0.798 0.227  1.507
C1 0.609 -0.124 -2.053  -0.271
C2 -0.474 -0.888 -1.661  0.027
C3 -0.271 -1.226 -0.233  -0.149
C4 1.028 -0.666 0.090  -0.359
C5 1.551 0.005 -0.991  0.085
C6 2.922 0.631 -1.059  -0.091
C7 3.867 -0.494 -1.523  -0.584
C8 3.007 1.784 -2.061  -0.612
C9 3.360 1.123 0.323  -0.606
C10 -0.693 -2.461 0.597  -0.076
C11 0.225 -3.612 0.141  -0.598
C12 -0.434 -2.218 2.091  -0.595
C13 -2.150 -2.920 0.500  -0.613
C14 -1.615 -1.224 -2.620  -0.092
C15 -1.482 -2.698 -3.045  -0.591
C16 -1.497 -0.387 -3.902  -0.607
C17 -3.014 -0.942 -2.052  -0.609
H1 0.702 0.375 -3.005  0.238
H2 1.482 -0.740 1.063  0.254
H3 3.584 -0.860 -2.513  0.206
H4 3.843 -1.336 -0.828  0.206
H5 4.891 -0.116 -1.577  0.204
H6 2.665 1.483 -3.053  0.198
H7 4.051 2.094 -2.153  0.201
H8 2.427 2.648 -1.741  0.252
H9 3.442 0.300 1.037  0.201
H10 2.646 1.849 0.711  0.244
H11 4.341 1.599 0.248  0.203
H12 1.272 -3.366 0.328  0.207
H13 0.115 -3.817 -0.925  0.206
H14 -0.020 -4.524 0.692  0.202
H15 0.611 -2.014 2.312  0.205
H16 -0.716 -3.119 2.641  0.204
H17 -1.036 -1.389 2.465  0.232
H18 -2.443 -3.225 -0.501  0.199
H19 -2.832 -2.152 0.860  0.245
H20 -2.267 -3.791 1.150  0.202
H21 -0.496 -2.881 -3.478  0.204
H22 -2.237 -2.925 -3.802  0.204
H23 -1.619 -3.391 -2.218  0.205
H24 -0.587 -0.621 -4.460  0.195
H25 -1.523 0.683 -3.691  0.241
H26 -2.348 -0.620 -4.546  0.206
H27 -3.163 -1.345 -1.057  0.222
H28 -3.759 -1.382 -2.720  0.196
H29 -3.184 0.131 -1.998  0.243
O1 0.742 4.115 -1.494  -0.595
C18 0.126 3.138 -1.144  0.679
O2 0.443 2.349 -0.155  -0.745
C19 -1.149 2.625 -1.848  0.682
O3 -1.551 3.059 -2.896  -0.577
O4 -1.697 1.661 -1.146  -0.731
Cl1 0.242 4.169 6.940  0.029
C20 0.177 3.267 5.469  -0.131
C21 -0.645 3.680 4.422  -0.045
Cl2 -1.588 5.115 4.592  0.042
C22 -0.710 2.952 3.244  -0.156
Cl3 -1.686 3.493 1.931  0.101
C23 0.032 1.762 3.068  0.406
O5 -0.015 1.035 2.004  -0.724
C24 0.880 1.390 4.130  -0.127
Cl4 1.867 -0.013 3.906  0.028
C25 0.947 2.120 5.308  -0.061
Cl5 1.991 1.604 6.581  0.036
O6 -4.401 -0.564 2.251  -0.930
S1 -3.687 0.614 1.759  1.462
N1 -2.406 0.398 1.064  -1.035

Least stable of them? version a.

Version a
# H4NP

A single H4NP molecule (wB97M-V/def2-TZVPD, the OMol25 dataset).

Summary:
Charge: 0
2S+1: 1
SMILES string: N=[PH3]
Lowest unoccupied orbital energy: 1.0 eV
Frontier orbital gap: 10.1 eV

Last column: natural (NBO) charge in e.
Cartesian coordinates (Å):
N1 0.144 1.262 -0.081  -1.255
P1 -0.231 -0.239 0.046  1.075
H1 0.944 1.493 0.506  0.358
H2 -1.009 -0.327 -1.142  -0.005
H3 -0.536 -0.959 1.188  -0.061
H4 0.689 -1.232 -0.517  -0.111

Version b
# H4NP

2 unconnected molecules or ions with the total composition H4NP (wB97M-V/def2-TZVPD, the OMol25 dataset).

Summary:
Charge: 0
2S+1: 1
Lowest unoccupied orbital energy: -0.2 eV
Frontier orbital gap: 8.3 eV

Last column: natural (NBO) charge in e.
Cartesian coordinates (Å):
N1 0.653 0.695 -0.035  -1.153
P1 -0.990 0.335 -0.009  0.704
H1 0.904 1.163 0.839  0.392
H2 1.276 -0.140 -0.364  0.413
H3 -0.890 -1.848 0.775  -0.261
H4 -0.954 -0.205 -1.205  -0.095

Least stable of them? version b.

Version a
# H28O18S

A molecular structure, H28O18S (wB97M-V/def2-TZVPD, the OMol25 dataset).

Summary:
Charge: -2
2S+1: 1
Lowest unoccupied orbital energy: 5.1 eV
Frontier orbital gap: 8.6 eV

Last column: natural (NBO) charge in e.
Cartesian coordinates (Å):
S1 0.046 -0.206 -0.155  2.736
O1 -1.300 -0.477 -0.542  -1.064
O2 0.261 1.213 -0.096  -1.029
O3 0.260 -0.895 1.219  -0.966
O4 0.991 -0.827 -1.124  -1.032
O5 0.068 -0.269 3.252  -1.115
H1 -0.003 0.785 3.454  0.480
H2 0.053 -0.607 2.268  0.464
O6 0.550 -1.002 -3.641  -0.967
H3 1.375 -0.679 -4.024  0.461
H4 0.661 -1.002 -2.718  0.482
O7 2.800 2.499 -2.072  -1.017
H5 3.043 1.637 -1.882  0.495
H6 2.021 2.816 -1.736  0.482
O8 -3.781 -0.544 0.459  -0.991
H7 -3.873 -1.033 1.308  0.471
H8 -2.794 -0.590 0.315  0.500
O9 1.981 -3.425 -1.250  -0.970
H9 1.507 -4.145 -0.960  0.451
H10 1.251 -2.619 -1.138  0.497
O10 1.425 1.671 1.570  -0.945
H11 1.279 1.691 0.664  0.472
H12 1.667 2.651 1.732  0.442
O11 0.427 3.453 -0.940  -0.978
H13 0.243 2.608 -0.529  0.475
H14 -0.363 3.559 -1.452  0.474
O12 -1.432 -2.837 1.528  -0.998
H15 -0.629 -2.200 1.248  0.490
H16 -1.033 -3.197 2.320  0.455
O13 -2.542 0.667 -2.505  -0.952
H17 -2.445 -0.021 -3.091  0.464
H18 -2.287 0.341 -1.700  0.474
O14 -0.649 2.638 3.189  -0.933
H19 0.017 3.086 3.718  0.441
H20 -0.072 2.394 2.459  0.486
O15 -1.885 2.411 0.596  -0.979
H21 -1.002 1.983 0.546  0.469
H22 -2.534 1.789 0.323  0.473
O16 3.232 -0.019 -1.373  -1.052
H23 3.782 -0.270 -0.541  0.472
H24 2.258 -0.457 -1.288  0.498
O17 1.832 -2.198 2.053  -1.016
H25 1.363 -1.689 1.424  0.466
H26 1.540 -1.817 3.016  0.485
O18 -2.308 -2.595 -1.519  -1.008
H27 -3.176 -2.556 -1.100  0.467
H28 -1.802 -1.716 -1.299  0.491

Version b
# H28O18S

15 unconnected molecules or ions with the total composition H28O18S (wB97M-V/def2-TZVPD, the OMol25 dataset).

Summary:
Charge: -2
2S+1: 1
Lowest unoccupied orbital energy: 4.6 eV
Frontier orbital gap: 8.4 eV

Last column: natural (NBO) charge in e.
Cartesian coordinates (Å):
S1 -16.017 4.216 -4.988  2.768
O1 -15.173 5.377 -4.879  -1.066
O2 -15.465 3.040 -4.361  -1.094
O3 -17.285 4.568 -4.537  -1.108
O4 -16.209 3.819 -6.400  -1.115
O5 -16.041 7.768 -5.683  -0.963
H1 -16.392 8.246 -4.943  0.457
H2 -15.809 6.932 -5.293  0.483
O6 -12.903 3.267 -5.210  -0.940
H3 -12.468 2.445 -5.489  0.450
H4 -13.754 3.017 -4.888  0.473
O7 -14.941 0.786 -5.279  -0.960
H5 -14.186 0.434 -4.802  0.451
H6 -15.198 1.551 -4.803  0.478
O8 -19.118 3.161 -3.172  -0.954
H7 -18.362 3.681 -3.478  0.494
H8 -18.821 2.904 -2.293  0.437
O9 -14.198 4.851 -7.664  -0.958
H9 -14.506 5.660 -8.137  0.447
H10 -15.009 4.459 -7.324  0.481
O10 -14.867 7.181 -2.965  -1.001
H11 -15.822 7.073 -2.686  0.480
H12 -14.795 6.503 -3.611  0.485
O11 -16.235 1.583 -2.447  -0.963
H13 -16.092 2.266 -3.105  0.493
H14 -16.853 1.970 -1.806  0.449
O12 -15.489 1.920 -8.180  -0.975
H15 -15.676 2.529 -7.440  0.488
H16 -16.227 1.276 -8.139  0.466
O13 -17.944 1.839 -6.571  -0.985
H17 -17.336 2.602 -6.442  0.484
H18 -17.810 1.340 -5.749  0.462
O14 -13.650 2.263 -1.899  -0.973
H19 -14.573 2.275 -2.167  0.480
H20 -13.356 3.050 -2.317  0.470
O15 -12.875 6.008 -5.197  -1.006
H21 -13.866 5.821 -5.297  0.502
H22 -12.623 6.595 -4.454  0.446
O16 -17.655 6.622 -2.707  -0.965
H23 -17.553 6.086 -3.441  0.499
H24 -18.207 6.161 -2.071  0.471
O17 -19.392 5.591 -5.696  -0.997
H25 -19.966 4.829 -5.925  0.465
H26 -18.562 5.167 -5.303  0.494
O18 -17.870 4.651 -8.131  -0.967
H27 -17.329 4.388 -7.401  0.479
H28 -17.835 5.585 -7.929  0.455

Least stable of them? version a.

Version a
# C5H16NO

2 unconnected molecules or ions with the total composition C5H16NO (wB97M-V/def2-TZVPD, the OMol25 dataset).

Summary:
Charge: 0
2S+1: 2
Lowest unoccupied orbital energy (spin up / spin down): 0.6 / 0.4 eV
Frontier orbital gap (spin up / spin down): 3.7 / 12.2 eV

Last column: natural (NBO) charge in e.
Cartesian coordinates (Å):
C1 -0.569 -0.967 0.507  -0.298
C2 0.411 -0.197 -0.363  -0.259
C3 0.157 1.315 -0.286  -0.616
C4 1.838 -0.495 0.088  -0.391
C5 2.860 -0.412 -1.073  -0.600
N1 -1.975 -0.996 -0.019  -1.076
H1 -0.613 -0.516 1.486  0.203
H2 -0.287 -1.990 0.713  0.219
H3 0.258 -0.452 -1.411  0.213
H4 0.904 1.833 -0.897  0.215
H5 -0.820 1.637 -0.651  0.215
H6 0.285 1.676 0.743  0.191
H7 2.137 0.205 0.866  0.200
H8 1.903 -1.520 0.455  0.202
H9 2.568 -1.099 -1.852  0.207
H10 3.001 0.616 -1.401  0.204
H11 3.808 -0.804 -0.699  0.210
H12 -2.318 -1.993 -0.064  0.251
H13 -2.667 -0.423 0.493  0.430
H14 -2.048 -0.647 -1.009  0.310
H15 -2.186 1.895 1.625  0.473
H16 -3.686 1.983 1.325  0.477
O1 -2.963 1.351 1.425  -0.983

Version b
# C5H16NO

2 unconnected molecules or ions with the total composition C5H16NO (wB97M-V/def2-TZVPD, the OMol25 dataset).

Summary:
Charge: 0
2S+1: 2
Lowest unoccupied orbital energy (spin up / spin down): 1.0 / 0.8 eV
Frontier orbital gap (spin up / spin down): 4.1 / 12.2 eV

Last column: natural (NBO) charge in e.
Cartesian coordinates (Å):
C1 0.708 0.951 0.375  -0.303
C2 0.906 -0.140 -0.732  -0.250
C3 1.494 0.618 -1.958  -0.623
C4 -0.500 -0.824 -0.976  -0.470
C5 -0.533 -1.905 -2.052  -0.609
N1 -0.345 0.558 1.425  -1.046
H1 1.688 1.350 1.015  0.237
H2 0.165 1.896 -0.080  0.211
H3 1.714 -0.855 -0.561  0.220
H4 2.523 1.080 -1.962  0.224
H5 0.873 1.528 -2.166  0.200
H6 1.510 -0.118 -2.771  0.216
H7 -1.146 -0.018 -1.422  0.221
H8 -0.668 -1.384 -0.037  0.224
H9 0.197 -2.679 -1.926  0.204
H10 -0.315 -1.525 -3.051  0.199
H11 -1.497 -2.372 -2.131  0.218
H12 -0.481 1.345 2.001  0.423
H13 -0.320 -0.218 2.161  0.284
H14 -1.261 0.440 0.875  0.344
H15 -1.607 -0.021 4.722  0.448
H16 -1.546 1.447 5.006  0.460
O1 -1.557 0.846 4.244  -1.032

Least stable of them? version b.